Entry 1:
Density functional theory data (ωB97M-V with the def2-TZVPD basis set) for a cluster of 2 separate species, C5H14 in total.

The geometry in XYZ format:
```
19
Properties=species:S:1:pos:R:3:forces:R:3
C 3.19737 0.47328 1.00160 0.62 -0.76 1.25
H -1.18459 -0.11163 0.41328 1.16 -0.97 -0.72
H 1.62171 -0.59077 2.05062 -0.20 0.77 -1.09
H 1.06027 0.62064 0.71720 0.52 -0.41 1.34
H -2.30159 -2.02702 -1.01200 0.62 0.25 0.25
H -3.43748 0.14603 -0.48246 -0.32 -0.61 -1.08
C -1.22584 -0.14708 -0.70055 -2.07 2.60 1.93
H -2.51674 1.21813 -1.65550 -0.94 1.97 -1.94
H -1.29594 -1.45616 -2.36944 -0.39 0.12 0.53
C -2.56528 0.71895 -0.76720 2.26 -1.67 3.88
H -0.34008 0.39200 -1.11473 -0.81 -0.25 0.32
C 1.79046 0.42075 1.56088 -0.56 -4.04 -3.03
H 3.34271 1.46386 0.70246 0.49 1.46 -1.30
H -2.45151 1.20255 0.23825 -0.32 1.38 -1.56
H -0.47466 -1.94773 -0.98469 0.79 -1.66 0.49
H 1.61669 1.01353 2.35789 -0.28 2.72 2.26
H 3.87714 0.41578 1.84512 0.36 -0.36 0.24
H 3.56583 -0.28055 0.26614 -0.89 0.64 0.38
C -1.37701 -1.47567 -1.25675 -0.05 -1.17 -2.15
```
Positions in Å, forces in eV/Å.

Values from the calculation:
- calculated total energy (Eh) = -198.82617
- relative energy (zero: lowest compared OMol25 entry of this formula, charge and spin) (kJ/mol) = 165.4
- spin multiplicity = 1

=====

Entry 2:
Density functional theory data (ωB97M-V with the def2-TZVPD basis set) for an isolated molecule of C5H8OS2.

The geometry in XYZ format:
```
16
Properties=species:S:1:pos:R:3:forces:R:3
C 1.22355 -0.02824 -1.03062 -0.74 -2.17 1.71
C -1.55026 -0.53184 0.35763 2.77 -0.76 -1.33
O 1.50738 -1.30502 0.97625 -5.42 0.14 0.07
C 0.99871 0.07598 0.50760 -2.02 -4.41 -0.08
C -0.46786 0.30946 1.09842 -0.03 -0.63 -3.82
H -2.44983 -0.81991 0.84261 -0.26 -0.68 0.64
H 0.53536 -1.84300 0.93067 4.20 1.77 0.25
S 1.07277 -1.50842 -1.70267 -0.19 0.51 -0.86
H 1.68517 0.64621 0.99199 1.86 2.37 0.98
S 1.86147 1.32903 -1.71171 0.65 1.88 -1.55
H 1.93944 0.87893 -3.00412 -0.02 0.14 0.67
H -0.44454 0.46687 2.12914 -0.22 0.22 1.43
H -1.01774 -1.35664 -0.40440 -2.00 2.55 1.79
H -2.31063 1.42472 0.61811 -1.81 1.66 0.73
H -1.06559 1.27555 -0.75008 -0.06 1.04 -1.08
C -1.51739 0.98631 0.15118 3.28 -3.64 0.45
```
Positions in Å, forces in eV/Å.

Values from the calculation:
- calculated total energy (Eh) = -1066.80132
- relative energy (zero: lowest compared OMol25 entry of this formula, charge and spin) (kJ/mol) = 341.4
- spin multiplicity = 1

=====

Entry 3:
Density functional theory data (ωB97M-V with the def2-TZVPD basis set) for a cluster of 2 separate species, C4H12OS in total.

The geometry in XYZ format:
```
18
Properties=species:S:1:pos:R:3:forces:R:3
H -2.35458 -0.58990 -0.71669 -0.13 -0.16 0.07
O 3.92965 -0.44498 -3.43612 0.10 0.02 0.25
S -2.28186 -0.82683 1.66047 -0.18 0.27 -0.10
H 1.96611 1.16103 -0.59596 0.60 0.10 -1.48
C 1.73731 1.27704 0.42157 -0.06 -0.17 1.59
C -0.41756 0.14962 -0.19181 -0.88 -0.07 0.86
H 4.46757 -1.13375 -3.83108 0.02 -0.13 -0.22
H 0.05203 -0.76672 0.15916 0.12 -0.36 -0.64
H -0.03400 1.22982 1.65294 -0.03 -0.24 -0.02
H -0.22720 2.18702 0.23174 0.21 0.50 -0.08
H 2.18762 2.15742 0.84821 0.10 0.70 -0.23
H -2.75987 -1.93271 1.08486 -0.01 -0.10 0.13
H -0.33635 0.32873 -1.26390 0.52 -0.21 -0.06
H 4.31037 -0.35328 -2.55529 -0.13 0.11 -0.02
C 0.23042 1.27108 0.59145 -0.22 0.10 0.20
H -2.41931 0.98504 -0.01380 -0.01 -0.06 0.44
H 2.26665 0.48745 0.97129 -0.52 -0.30 -0.15
C -1.92837 0.01190 0.08115 0.51 0.01 -0.54
```
Positions in Å, forces in eV/Å.

Values from the calculation:
- calculated total energy (Eh) = -633.01084
- relative energy (zero: lowest compared OMol25 entry of this formula, charge and spin) (kJ/mol) = 42.7
- spin multiplicity = 1

=====

Entry 4:
Density functional theory data (ωB97M-V with the def2-TZVPD basis set) for a structure of composition C5H9HgO4.

The geometry in XYZ format:
```
19
Properties=species:S:1:pos:R:3:forces:R:3
H -4.92771 3.72418 -0.11457 0.03 -0.30 -0.07
O -0.46314 -1.01195 0.82552 1.13 0.37 0.45
O 0.67291 -1.29269 -1.02773 0.76 0.19 0.28
C -4.92388 2.67644 -0.44255 -0.40 0.06 -0.17
H -5.75205 2.14455 0.04202 0.25 0.14 -0.15
O -3.56591 0.74698 -0.46994 -0.31 0.38 -0.03
H -0.56093 -2.89605 -1.43669 0.00 0.30 0.02
H -5.05819 2.64664 -1.53108 0.04 -0.01 0.31
H -2.10065 -2.13634 0.29404 0.41 -0.11 -0.07
H -0.96523 -1.36346 -2.28536 0.14 -0.11 0.26
C 0.71309 -0.89235 0.22768 -2.37 -0.13 -1.28
O 1.66892 -0.36093 0.74508 -0.50 -0.56 0.76
H -2.75780 2.63984 -0.51018 -0.23 -0.16 0.03
H -2.33633 -0.39454 -0.29894 3.07 -2.56 0.25
C -0.63862 -1.80590 -1.33959 -0.45 -0.19 -0.28
Hg 3.51627 0.55881 0.91393 1.48 0.67 0.04
H -3.48034 2.10847 1.05498 -0.09 -0.06 -0.25
C -1.45593 -1.36540 -0.13389 -3.48 1.93 -0.38
C -3.57297 2.05659 -0.04538 0.51 0.13 0.28
```
Positions in Å, forces in eV/Å.

Values from the calculation:
- calculated total energy (Eh) = -649.89801
- relative energy (zero: lowest compared OMol25 entry of this formula, charge and spin) (kJ/mol) = 76.3
- spin multiplicity = 3
- total charge = +1

=====

Entry 5:
Density functional theory data (ωB97M-V with the def2-TZVPD basis set) for an isolated molecule of C4H6O2.

The geometry in XYZ format:
```
12
Properties=species:S:1:pos:R:3:forces:R:3
H -2.17399 -1.95762 -0.30090 0.08 0.06 0.07
C -1.18422 -1.54133 -0.15833 -0.19 0.13 0.09
O 1.30468 -0.58685 -0.64831 -0.32 -0.03 0.10
C 0.45653 0.18546 -0.06937 0.19 0.10 -0.07
H 0.74157 -1.33721 -0.99581 0.18 0.10 0.03
H -0.42788 -2.20931 0.24826 -0.01 0.09 -0.15
C -0.99921 -0.16627 -0.15011 0.13 -0.18 -0.08
C 0.94846 1.44918 0.49230 0.05 -0.08 0.06
O -1.75418 0.82238 -0.27360 0.04 -0.13 0.01
H 0.48912 1.61104 1.46842 -0.02 0.01 -0.05
H 0.56375 2.24498 -0.15230 -0.04 -0.03 0.00
H 2.03536 1.48556 0.53975 -0.08 -0.03 -0.03
```
Positions in Å, forces in eV/Å.

Values from the calculation:
- calculated total energy (Eh) = -306.40393
- relative energy (zero: lowest compared OMol25 entry of this formula, charge and spin) (kJ/mol) = 268.8
- spin multiplicity = 1

=====

Entry 6:
Density functional theory data (ωB97M-V with the def2-TZVPD basis set) for a structure of composition C25H20Cl2N6O11S2Sr.

The geometry in XYZ format:
```
67
Properties=species:S:1:pos:R:3:forces:R:3
C -1.76268 2.49060 3.78824 -0.10 0.20 -0.17
H -4.08202 2.86660 6.86081 0.01 0.01 -0.01
C 2.83301 -2.82872 0.11822 -0.01 0.07 0.00
N -1.73635 0.04163 4.11529 0.12 -0.01 -0.06
C 2.31152 -3.66574 -2.07694 -0.02 0.05 -0.04
H 3.50020 1.98071 -5.11702 -0.03 0.08 -0.06
H -1.79408 4.59900 3.66052 -0.02 0.00 0.03
O -5.05016 0.70906 0.76414 0.01 0.07 -0.05
C -4.17546 3.14028 0.62591 -0.09 0.17 -0.08
H -4.68513 3.09590 -0.33926 0.05 -0.02 0.02
H -1.00402 1.49179 2.42912 0.11 0.01 0.06
H -3.42749 0.65393 6.08239 0.00 -0.06 0.01
C 2.42424 -1.88802 -7.54869 0.05 0.06 0.03
O -2.68228 1.14493 0.09357 -0.89 0.21 0.20
H 0.35567 -1.93563 -6.98462 0.02 0.00 -0.01
C -2.15729 1.35491 4.51102 -0.05 -0.04 0.07
H 4.67057 0.35261 -6.34279 -0.02 0.00 -0.01
O -1.00264 -3.36083 1.23432 0.06 -0.08 0.13
C 2.80811 -3.87196 -0.79545 0.00 -0.03 0.01
H -4.83063 3.57846 1.38144 -0.02 -0.02 -0.03
O -1.02096 -4.47608 3.49673 0.11 0.12 -0.17
O -1.07611 2.44703 2.63460 0.03 -0.33 0.29
H -0.99296 -4.05711 2.55453 -0.21 0.00 0.02
C -3.02592 1.51982 5.58547 -0.01 0.00 -0.02
C -1.62765 -1.09977 4.84361 0.02 0.04 0.06
C 3.63189 -1.22173 -7.35561 -0.01 -0.04 -0.01
C -1.24766 -1.51922 2.71324 0.07 -0.03 -0.03
Cl -1.70214 -1.12893 6.54941 0.00 0.04 -0.06
C 0.96549 1.55335 -3.43951 0.32 -0.48 0.08
N 1.62453 2.09292 -4.41150 0.00 0.09 -0.12
N 2.73307 1.36302 -4.92025 -0.12 -0.20 0.42
S -0.40651 2.27410 -2.72404 0.04 -0.24 -0.12
H -3.25021 3.71193 0.54656 -0.01 -0.03 0.05
Sr -0.41790 0.95028 -0.02291 -0.24 0.18 -0.85
C 1.30948 -1.43579 -6.85581 -0.06 0.00 0.02
C 1.83745 -2.41784 -2.44947 0.08 -0.15 0.04
H 0.48818 -0.02986 -5.46217 0.02 0.03 -0.02
H 2.35852 -2.73823 -8.21551 0.00 0.01 0.00
C -0.93963 -2.11919 1.33885 0.16 0.17 0.29
O 2.23788 3.06931 2.54439 0.02 -0.01 0.10
Cl 2.01358 2.14228 1.48735 -0.37 -0.16 -0.20
C 1.86427 -1.38811 -1.52122 -0.29 0.42 -0.11
C -1.17627 -3.56712 4.43311 0.05 -0.04 -0.02
H -3.22842 4.89374 5.68110 0.00 -0.01 0.00
N 1.32909 -0.07229 -1.83797 0.42 -0.43 -0.22
H 1.44589 -2.23612 -3.44154 0.00 0.02 0.02
C 2.34935 -1.57796 -0.23957 0.07 -0.09 0.05
C -2.94071 3.90202 5.35388 0.00 0.02 -0.01
O 3.24376 1.70661 0.90024 0.06 0.06 0.05
C 1.37419 -0.35623 -5.98717 0.04 -0.01 -0.03
O -0.63147 -1.30558 0.45068 -0.10 -0.76 0.11
N 1.44341 0.19862 -3.03218 -0.18 0.69 -0.05
C -1.34484 -2.14582 3.98862 -0.02 0.01 0.01
C -2.13884 3.75343 4.24176 0.01 -0.02 -0.01
O 1.26865 0.96375 1.97147 0.43 0.25 0.00
H 4.52505 -1.55088 -7.87543 -0.01 -0.01 -0.01
C 3.71782 -0.14425 -6.49665 -0.06 0.05 0.05
H 2.28005 -4.48180 -2.78885 0.01 0.00 0.03
H 2.35465 -0.75929 0.46946 -0.03 0.00 -0.03
H 3.20747 -2.98621 1.12179 0.00 -0.02 -0.01
N -1.45466 -0.21920 2.81332 -0.24 -0.10 0.10
O -1.19006 -3.86347 5.60978 -0.04 0.05 -0.05
H 3.15882 -4.85462 -0.50367 0.00 0.01 0.00
C 2.59023 0.31196 -5.78735 0.02 -0.06 -0.22
S -3.79802 1.43403 1.10373 0.01 -0.15 0.08
C -3.40898 2.77679 6.01811 0.00 -0.02 0.01
O 1.15409 2.73821 0.45634 0.85 0.43 0.45
```
Positions in Å, forces in eV/Å.

Values from the calculation:
- calculated total energy (Eh) = -3868.31459
- relative energy (zero: lowest compared OMol25 entry of this formula, charge and spin) (kJ/mol) = 304.7
- spin multiplicity = 1
- total charge = -2

=====

| no. | largest force on an atom (eV Å⁻¹) |
| --- | --- |
| 1 | 5.08 |
| 2 | 5.42 |
| 3 | 1.60 |
| 4 | 4.00 |
| 5 | 0.33 |
| 6 | 1.05 |